Density functional theory data (wB97M-V/def2-TZVPD) for 11 unconnected molecules or ions with the total composition C66H154N10O11.

Each line ends with the Löwdin charge.
Positions of all 241 atoms, in Å:
C  -6.11  4.01  6.23  -0.038
C  -4.87  3.47  6.99  -0.506
C  -4.44  4.51  8.04  -0.030
C  -5.30  2.15  7.68  -0.135
C  -4.12  1.26  8.07  -0.186
C  -3.27  0.98  6.87  -0.153
C  -2.77  2.24  6.14  -0.488
C  -1.64  2.96  6.89  -0.023
C  -2.22  1.71  4.81  -0.040
N  -3.92  3.16  5.94  -0.101
O  -3.54  4.26  5.14  -0.038
H  -5.85  5.01  5.87  0.067
H  -6.27  3.41  5.34  0.079
H  -7.02  4.19  6.81  0.085
H  -4.00  5.38  7.54  0.084
H  -5.39  4.93  8.40  0.080
H  -3.79  4.14  8.82  0.070
H  -5.82  2.41  8.61  0.120
H  -5.97  1.58  7.04  0.119
H  -3.57  1.84  8.82  0.110
H  -4.52  0.34  8.49  0.115
H  -3.86  0.41  6.15  0.119
H  -2.39  0.37  7.10  0.107
H  -1.94  3.60  7.72  0.070
H  -1.45  3.83  6.24  0.084
H  -0.67  2.47  6.97  0.078
H  -1.22  1.31  5.00  0.076
H  -2.04  2.47  4.04  0.074
H  -2.84  1.00  4.27  0.075
H  -3.91  4.05  4.25  0.066
C  7.54  1.90  -4.09  -0.036
C  8.03  1.66  -2.64  -0.496
C  9.58  1.52  -2.75  -0.029
C  7.64  2.82  -1.73  -0.136
C  6.16  2.81  -1.37  -0.202
C  5.96  1.52  -0.58  -0.141
C  6.27  0.24  -1.39  -0.484
C  6.44  -0.86  -0.33  -0.032
C  5.06  0.01  -2.32  -0.022
N  7.57  0.39  -2.06  -0.108
O  7.91  -0.70  -2.87  -0.004
H  7.91  1.20  -4.84  0.079
H  6.45  1.80  -4.16  0.049
H  7.83  2.88  -4.46  0.088
H  9.99  1.16  -1.80  0.085
H  9.81  0.85  -3.57  0.072
H  10.03  2.50  -2.95  0.081
H  8.17  2.69  -0.78  0.123
H  8.02  3.78  -2.08  0.120
H  5.95  3.70  -0.78  0.106
H  5.52  2.85  -2.25  0.072
H  4.95  1.63  -0.16  0.117
H  6.52  1.55  0.36  0.119
H  7.37  -0.65  0.19  0.088
H  6.62  -1.84  -0.76  0.081
H  5.64  -0.86  0.41  0.087
H  4.11  -0.18  -1.81  0.075
H  5.18  -0.85  -2.98  0.068
H  4.92  0.88  -2.97  0.062
H  7.19  -0.84  -3.51  0.091
C  -0.37  -1.69  9.61  -0.038
C  0.12  -2.60  8.48  -0.493
C  0.64  -3.93  9.07  -0.022
C  -1.03  -2.92  7.51  -0.135
C  -0.56  -3.28  6.09  -0.160
C  0.24  -2.10  5.58  -0.143
C  1.53  -1.90  6.40  -0.504
C  2.55  -2.98  6.07  -0.022
C  2.10  -0.56  5.90  -0.038
N  1.19  -1.79  7.82  -0.110
O  2.33  -1.68  8.62  -0.011
H  -1.13  -2.22  10.18  0.089
H  0.43  -1.47  10.31  0.076
H  -0.75  -0.77  9.17  0.077
H  -0.09  -4.73  9.19  0.079
H  1.52  -4.31  8.54  0.075
H  1.06  -3.68  10.04  0.075
H  -1.66  -3.73  7.88  0.116
H  -1.64  -2.02  7.41  0.103
H  0.08  -4.16  6.11  0.104
H  -1.48  -3.47  5.54  0.111
H  -0.35  -1.19  5.41  0.112
H  0.57  -2.27  4.54  0.091
H  2.84  -2.87  5.03  0.061
H  2.13  -3.99  6.16  0.074
H  3.39  -2.97  6.76  0.086
H  1.54  0.29  6.30  0.077
H  2.07  -0.45  4.81  0.072
H  3.15  -0.35  6.13  0.082
H  2.38  -0.75  8.87  0.109
C  1.43  3.43  -7.25  -0.038
C  2.42  2.68  -8.14  -0.506
C  2.29  3.43  -9.49  -0.052
C  3.86  2.92  -7.68  -0.146
C  4.38  1.96  -6.62  -0.192
C  4.14  0.50  -6.98  -0.125
C  2.66  0.21  -7.44  -0.487
C  2.83  -1.09  -8.25  -0.037
C  1.79  -0.03  -6.20  -0.017
N  2.20  1.25  -8.34  -0.099
O  0.91  1.04  -8.86  -0.005
H  1.45  3.14  -6.19  0.067
H  1.54  4.50  -7.36  0.081
H  0.43  3.25  -7.65  0.085
H  2.88  3.03  -10.32  0.085
H  1.31  3.42  -9.96  0.079
H  2.62  4.46  -9.35  0.082
H  4.61  2.96  -8.49  0.121
H  4.01  3.94  -7.31  0.118
H  5.39  2.16  -6.28  0.099
H  3.73  2.18  -5.76  0.102
H  4.29  -0.07  -6.07  0.109
H  4.96  0.31  -7.68  0.121
H  3.60  -0.94  -9.01  0.084
H  1.87  -1.47  -8.61  0.078
H  3.27  -1.91  -7.67  0.085
H  0.86  -0.55  -6.43  0.087
H  1.55  0.96  -5.81  0.060
H  2.23  -0.61  -5.38  0.063
H  1.03  0.40  -9.58  0.101
C  -4.80  -2.77  -1.12  -0.036
C  -5.08  -3.50  0.21  -0.477
C  -4.37  -2.76  1.37  -0.031
C  -6.61  -3.43  0.44  -0.115
C  -7.07  -4.46  1.49  -0.172
C  -6.48  -5.83  1.15  -0.157
C  -4.95  -5.95  1.01  -0.522
C  -4.25  -5.78  2.39  -0.022
C  -4.60  -7.33  0.44  -0.035
N  -4.61  -4.90  0.07  -0.120
O  -3.28  -4.93  -0.39  -0.028
H  -5.37  -3.33  -1.86  0.089
H  -5.19  -1.75  -1.15  0.087
H  -3.74  -2.78  -1.37  0.062
H  -3.35  -3.15  1.36  0.071
H  -4.35  -1.69  1.15  0.065
H  -4.77  -2.85  2.38  0.071
H  -6.73  -2.52  1.04  0.112
H  -7.21  -3.41  -0.46  0.118
H  -6.77  -4.29  2.52  0.103
H  -8.13  -4.70  1.41  0.111
H  -6.87  -5.97  0.13  0.118
H  -6.82  -6.72  1.69  0.122
H  -4.65  -4.92  2.94  0.054
H  -3.20  -5.55  2.25  0.083
H  -4.53  -6.61  3.04  0.083
H  -3.56  -7.54  0.21  0.080
H  -5.23  -7.40  -0.46  0.084
H  -4.93  -8.17  1.06  0.083
H  -3.33  -5.21  -1.31  0.109
C  3.38  -5.57  -5.85  -0.143
O  3.51  -4.41  -5.08  -0.180
C  2.34  -4.19  -4.30  -0.194
C  2.56  -3.05  -3.31  -0.428
C  3.65  -3.19  -2.29  -0.060
N  1.32  -2.64  -2.62  0.056
H  2.79  -5.55  -6.78  0.086
H  3.09  -6.43  -5.24  0.085
H  4.36  -5.87  -6.25  0.085
H  1.58  -3.82  -5.00  0.125
H  2.03  -5.12  -3.83  0.125
H  2.76  -2.19  -3.97  0.113
H  3.81  -2.35  -1.61  0.053
H  4.63  -3.38  -2.75  0.080
H  3.43  -4.11  -1.73  0.091
H  1.38  -3.13  -1.73  0.053
H  1.40  -1.64  -2.48  0.048
C  1.06  1.39  -2.42  -0.093
O  0.47  0.40  -1.62  -0.203
C  0.55  0.47  -0.20  -0.172
C  -0.48  -0.53  0.32  -0.396
C  -0.43  -0.55  1.87  -0.050
N  -0.20  -1.89  -0.12  0.058
H  0.95  1.02  -3.44  0.073
H  2.12  1.65  -2.29  0.067
H  0.51  2.33  -2.48  0.092
H  1.57  0.17  0.08  0.130
H  0.51  1.47  0.23  0.134
H  -1.49  -0.22  0.02  0.117
H  -0.96  -1.39  2.29  0.076
H  -0.87  0.41  2.17  0.059
H  0.58  -0.52  2.28  0.073
H  -0.08  -1.80  -1.13  0.045
H  -0.98  -2.54  -0.02  0.091
C  2.08  5.25  -0.06  -0.101
O  1.92  4.42  -1.20  -0.194
C  3.13  4.27  -1.94  -0.200
C  3.64  5.59  -2.52  -0.437
C  2.71  6.14  -3.60  -0.049
N  5.01  5.40  -3.01  0.040
H  1.07  5.35  0.32  0.091
H  2.28  6.28  -0.34  0.081
H  2.73  4.86  0.73  0.095
H  3.85  3.84  -1.24  0.094
H  3.12  3.54  -2.75  0.115
H  3.80  6.38  -1.77  0.126
H  2.70  5.41  -4.43  0.072
H  2.93  7.14  -3.97  0.077
H  1.70  6.14  -3.18  0.079
H  5.29  6.31  -3.38  0.076
H  5.00  4.84  -3.87  0.071
C  -5.18  5.68  2.67  -0.069
O  -4.70  4.34  2.70  -0.254
C  -5.53  3.43  1.94  -0.167
C  -4.84  2.05  1.88  -0.431
C  -3.46  2.16  1.25  -0.057
N  -5.61  1.07  1.10  0.045
H  -6.14  5.73  2.15  0.086
H  -4.44  6.30  2.18  0.095
H  -5.43  6.00  3.69  0.081
H  -6.49  3.48  2.46  0.127
H  -5.59  3.86  0.93  0.128
H  -4.77  1.69  2.90  0.129
H  -3.50  2.53  0.22  0.087
H  -2.95  1.20  1.22  0.056
H  -2.78  2.85  1.73  0.073
H  -6.59  1.12  1.37  0.076
H  -5.71  1.57  0.21  0.077
C  -2.86  -0.43  -3.10  -0.116
O  -3.98  -0.11  -3.89  -0.204
C  -4.04  -0.87  -5.10  -0.201
C  -5.50  -0.90  -5.54  -0.417
C  -5.69  -1.62  -6.85  -0.082
N  -5.94  0.51  -5.71  0.032
H  -2.68  -1.51  -3.06  0.072
H  -3.03  -0.23  -2.04  0.077
H  -1.94  -0.01  -3.52  0.088
H  -3.37  -0.42  -5.83  0.132
H  -3.68  -1.88  -4.87  0.120
H  -6.15  -1.31  -4.76  0.137
H  -5.49  -2.69  -6.77  0.077
H  -5.30  -1.20  -7.78  0.078
H  -6.75  -1.63  -7.15  0.077
H  -5.45  0.90  -6.51  0.065
H  -5.63  1.03  -4.90  0.056
C  2.36  -3.23  2.32  -0.182
O  2.30  -2.84  0.97  -0.152
H  2.68  -2.40  2.96  0.055
H  1.43  -3.64  2.72  0.078
H  3.12  -4.02  2.37  0.081
H  1.37  -2.64  0.74  0.017

The SMILES is CC1(C)CCCC(C)(C)N1O.CC1(C)CCCC(C)(C)N1O.CC1(C)CCCC(C)(C)N1O.CC1(C)CCCC(C)(C)N1O.CC1(C)CCCC(C)(C)N1O.COC[C@H](C)N.COC[C@H](C)N.COC[C@H](C)N.COC[C@H](C)N.COC[C@H](C)N.CO. As for the LUMO energy: 0.4 eV. Its energy above the lowest of the compared OMol25 structures with the same formula, charge and spin is 0.00 kJ/mol. The value obtained for the energy is -3981.86475 Eh. The net charge is 0.